Formula: C4H8O2
Source: OMol25
Level of theory: ωB97M-V/def2-TZVPD

The geometry in XYZ format:
```
14
Properties=species:S:1:pos:R:3:forces:R:3
O -0.587 -1.687 1.570 -0.17 0.09 0.07
C -0.435 -0.736 0.627 -0.13 0.06 -0.31
C -0.245 -0.807 -0.691 -0.12 -0.12 0.08
C -0.038 0.691 -0.794 0.21 -0.09 0.15
O -0.939 1.423 -1.594 -0.01 0.04 -0.29
C -0.390 0.770 0.719 -0.07 0.08 0.11
H -1.115 -1.326 2.292 0.17 -0.04 0.04
H 2.615 -0.550 0.541 0.11 -0.01 -0.03
H -0.273 -1.620 -1.408 0.18 0.10 0.05
H 2.192 -0.843 0.003 0.12 0.02 0.12
H 0.999 1.007 -0.992 -0.22 -0.11 0.01
H -0.735 1.211 -2.513 -0.13 0.12 0.10
H -1.382 1.211 0.854 0.12 0.06 0.02
H 0.334 1.256 1.386 -0.07 -0.21 -0.12
```
Positions in Å, forces in eV/Å.

- LUMO energy (eV) = 0.79
- orbital gap (eV) = 9.74
- total energy (a.u.) = -307.5931
- structure (SMILES) = OC1=C[C@@H](O)C1.[H][H]
- net charge = 0

Here are the Löwdin charges for atoms 1 to 8, given in e: O 0.071; C -0.380; C -0.007; C -0.388; O -0.028; C -0.052; H 0.115; H 0.064

=====

Formula: C4H8O2
Source: OMol25
Level of theory: ωB97M-V/def2-TZVPD

The geometry in XYZ format:
```
14
Properties=species:S:1:pos:R:3:forces:R:3
C 1.931 0.074 -0.344 0.25 0.10 -0.03
O 0.811 -0.643 0.141 -0.03 -0.05 0.00
C -0.422 -0.048 -0.220 -0.17 0.04 -0.10
C -1.527 -1.044 0.080 -0.03 0.02 0.03
C -0.552 1.212 0.628 -0.02 0.25 -0.12
O -0.502 2.338 0.201 -0.10 -0.44 0.18
H 2.013 0.001 -1.439 -0.06 -0.02 0.18
H 1.886 1.137 -0.072 0.05 -0.15 -0.03
H 2.813 -0.374 0.118 -0.10 0.07 -0.11
H -0.425 0.246 -1.280 0.06 -0.05 0.11
H -1.286 -2.005 -0.382 -0.04 0.15 0.03
H -1.623 -1.202 1.160 0.04 0.02 -0.13
H -2.488 -0.693 -0.309 0.15 -0.02 0.06
H -0.630 1.000 1.717 0.00 0.10 -0.07
```
Positions in Å, forces in eV/Å.

- LUMO energy (eV) = 1.02
- orbital gap (eV) = 10.68
- total energy (a.u.) = -307.6550
- structure (SMILES) = CO[C@@H](C)C=O
- net charge = 0

Here are the Löwdin charges for atoms 1 to 8, given in e: C -0.090; O -0.157; C -0.399; C -0.032; C -0.220; O 0.069; H 0.096; H 0.086

=====

Formula: C4H8O2
Source: OMol25
Level of theory: ωB97M-V/def2-TZVPD

The geometry in XYZ format:
```
14
Properties=species:S:1:pos:R:3:forces:R:3
C 2.963 0.512 0.966 -0.10 0.01 -0.06
C 1.730 0.881 0.634 0.19 -0.07 0.22
O 1.349 1.115 -0.646 -0.04 0.08 0.05
C -1.365 -0.305 -0.635 -0.12 0.29 0.07
C -2.579 -1.170 -0.500 -0.06 0.06 0.03
O -1.376 0.898 -0.459 0.00 -0.52 -0.08
H 3.729 0.383 0.207 -0.09 0.02 0.09
H 3.223 0.339 2.004 -0.09 0.04 -0.15
H -2.393 -1.944 0.255 0.00 0.10 -0.11
H 0.951 1.018 1.388 0.12 -0.01 -0.13
H 0.400 1.338 -0.649 0.11 -0.04 -0.03
H -0.417 -0.811 -0.904 -0.08 0.06 0.03
H -3.443 -0.567 -0.217 0.10 -0.10 -0.04
H -2.772 -1.688 -1.447 0.06 0.07 0.11
```
Positions in Å, forces in eV/Å.

- LUMO energy (eV) = 0.81
- orbital gap (eV) = 9.45
- total energy (a.u.) = -307.6486
- structure (SMILES) = C=CO.CC=O
- net charge = 0

Here are the Löwdin charges for atoms 1 to 8, given in e: C -0.006; C -0.306; O -0.032; C -0.281; C -0.044; O 0.027; H 0.055; H 0.044

=====

Formula: C4H8O2
Source: OMol25
Level of theory: ωB97M-V/def2-TZVPD

The geometry in XYZ format:
```
14
Properties=species:S:1:pos:R:3:forces:R:3
C -2.435 -0.790 -0.938 0.10 -0.05 0.03
C -1.360 -1.213 -0.279 -0.26 0.13 0.03
O -0.322 -1.842 -0.887 0.02 -0.02 0.08
C 1.386 0.389 0.210 0.07 -0.20 0.22
C 1.653 1.714 0.854 0.02 -0.03 0.09
O 1.553 -0.678 0.767 -0.05 0.47 -0.22
H -2.520 -0.924 -2.012 0.00 0.01 0.13
H -3.253 -0.321 -0.404 0.15 -0.08 -0.05
H 0.744 2.325 0.802 0.12 -0.08 -0.01
H -1.265 -1.080 0.800 -0.01 -0.04 -0.17
H 0.440 -1.821 -0.282 -0.08 -0.04 -0.10
H 0.992 0.414 -0.824 0.05 -0.02 0.09
H 1.956 1.576 1.893 -0.02 0.04 -0.14
H 2.432 2.251 0.301 -0.10 -0.09 0.03
```
Positions in Å, forces in eV/Å.

- LUMO energy (eV) = 0.85
- orbital gap (eV) = 9.67
- total energy (a.u.) = -307.6475
- structure (SMILES) = C=CO.CC=O
- net charge = 0

Here are the Löwdin charges for atoms 1 to 8, given in e: C 0.000; C -0.315; O -0.030; C -0.294; C -0.042; O 0.023; H 0.057; H 0.045

=====

Formula: C4H8O2
Source: OMol25
Level of theory: ωB97M-V/def2-TZVPD

The geometry in XYZ format:
```
14
Properties=species:S:1:pos:R:3:forces:R:3
O 2.756 -0.658 -0.244 0.11 0.02 0.24
C 1.504 -0.156 -0.360 -0.34 0.17 0.01
C 0.785 0.428 0.600 0.16 -0.11 -0.10
C -0.621 0.920 0.361 -0.06 0.02 -0.15
C -1.608 -0.078 0.925 -0.22 -0.18 -0.15
O -2.385 -0.723 0.261 0.31 0.33 0.33
H 3.055 -0.552 0.670 0.01 -0.04 -0.14
H -1.146 -1.089 -2.632 -0.03 -0.01 0.03
H 1.128 -0.280 -1.373 0.02 0.04 0.16
H 1.197 0.526 1.605 -0.03 -0.03 -0.14
H -0.825 1.039 -0.708 0.05 -0.03 0.15
H -0.775 1.890 0.852 0.00 -0.15 -0.04
H -1.556 -0.220 2.027 -0.03 -0.03 -0.10
H -1.509 -1.048 -1.982 0.03 -0.01 -0.10
```
Positions in Å, forces in eV/Å.

- LUMO energy (eV) = 0.75
- orbital gap (eV) = 9.78
- total energy (a.u.) = -307.6166
- structure (SMILES) = O=CC/C=C/O.[H][H]
- net charge = 0

Here are the Löwdin charges for atoms 1 to 8, given in e: O 0.015; C -0.204; C -0.112; C -0.180; C -0.271; O 0.016; H 0.105; H 0.041

=====

Formula: C4H8O2
Source: OMol25
Level of theory: ωB97M-V/def2-TZVPD

The geometry in XYZ format:
```
14
Properties=species:S:1:pos:R:3:forces:R:3
C 2.066 0.214 -0.531 0.28 0.12 -0.02
O 0.767 -0.302 -0.665 -0.05 0.02 -0.03
C 0.132 -0.568 0.555 -0.10 -0.07 0.23
C -1.351 -0.749 0.287 0.16 -0.22 0.08
C -1.965 1.258 -0.752 -0.26 -0.06 0.57
O -1.980 0.548 0.346 0.09 0.35 -0.47
H 2.380 0.541 -1.526 0.00 -0.07 0.15
H 2.777 -0.540 -0.161 -0.14 0.08 -0.02
H 2.090 1.081 0.148 -0.04 -0.13 -0.10
H 0.246 0.283 1.247 0.04 -0.15 -0.04
H 0.553 -1.457 1.052 -0.05 0.05 -0.16
H -1.831 -1.343 1.069 0.08 0.09 -0.12
H -1.509 -1.195 -0.700 -0.01 0.14 0.14
H -2.377 2.229 -0.370 -0.01 -0.15 -0.22
```
Positions in Å, forces in eV/Å.

- LUMO energy (eV) = 0.92
- orbital gap (eV) = 9.39
- total energy (a.u.) = -307.5465
- net charge = 0

Here are the Löwdin charges for atoms 1 to 8, given in e: C -0.111; O -0.193; C -0.231; C -0.161; C 0.070; O -0.175; H 0.091; H 0.089

=====

Formula: C4H8O2
Source: OMol25
Level of theory: ωB97M-V/def2-TZVPD

The geometry in XYZ format:
```
14
Properties=species:S:1:pos:R:3:forces:R:3
C 1.973 0.575 -0.299 0.40 0.52 -0.15
C 0.756 -0.973 0.442 -0.50 -0.30 0.06
O 0.999 0.323 0.748 0.10 -0.47 -0.62
C -0.661 -1.112 0.007 -0.08 -0.19 0.21
C -1.679 -0.016 0.309 -0.17 -0.29 0.20
O -1.371 1.224 -0.294 0.12 0.13 0.09
H 2.934 0.115 -0.063 -0.10 0.17 0.07
H 1.619 0.196 -1.271 0.14 0.22 0.31
H 1.991 1.657 -0.349 0.37 0.20 -0.09
H -0.542 -1.221 -1.091 0.07 -0.02 0.24
H -0.979 -2.101 0.345 -0.26 -0.04 -0.08
H -1.773 0.085 1.399 -0.07 0.06 -0.12
H -2.654 -0.318 -0.082 0.07 0.04 0.09
H -0.613 1.566 0.198 -0.10 -0.02 -0.20
```
Positions in Å, forces in eV/Å.

- LUMO energy (eV) = 0.45
- orbital gap (eV) = 8.71
- total energy (a.u.) = -307.5348
- net charge = 0

Here are the Löwdin charges for atoms 1 to 8, given in e: C -0.082; C -0.027; O -0.192; C -0.197; C -0.266; O -0.070; H 0.093; H 0.092

=====

Formula: C4H8O2
Source: OMol25
Level of theory: ωB97M-V/def2-TZVPD

The geometry in XYZ format:
```
14
Properties=species:S:1:pos:R:3:forces:R:3
C 1.181 -0.737 -0.755 0.04 -0.02 0.01
C -0.196 -0.184 -1.119 -0.02 0.01 -0.01
C -1.092 0.328 -0.013 0.03 0.14 -0.28
O -1.286 -0.413 1.210 -0.04 -0.19 0.09
C -0.662 0.841 1.292 -0.13 0.25 0.00
O 0.642 0.825 1.748 0.00 -0.15 0.04
H 1.674 -1.102 -1.663 -0.07 0.03 0.15
H 1.110 -1.582 -0.060 -0.02 0.13 -0.09
H 1.821 0.032 -0.314 -0.09 -0.14 -0.07
H -0.752 -0.940 -1.690 0.03 0.11 0.12
H -0.071 0.674 -1.793 -0.02 -0.15 0.02
H -2.041 0.714 -0.395 0.16 0.02 0.05
H 0.888 -0.109 1.789 0.13 0.16 -0.02
H -1.216 1.652 1.764 -0.01 -0.21 0.00
```
Positions in Å, forces in eV/Å.

- LUMO energy (eV) = 1.00
- orbital gap (eV) = 10.86
- total energy (a.u.) = -307.6446
- structure (SMILES) = CC[C@H]1O[C@H]1O
- net charge = 0

Here are the Löwdin charges for atoms 1 to 8, given in e: C -0.105; C -0.190; C -0.230; O 0.018; C -0.363; O 0.024; H 0.074; H 0.078

=====

Formula: C4H8O2
Source: OMol25
Level of theory: ωB97M-V/def2-TZVPD

The geometry in XYZ format:
```
14
Properties=species:S:1:pos:R:3:forces:R:3
C -1.522 -0.165 -0.203 -0.44 -0.14 -0.20
C -0.033 -0.265 0.906 0.41 -0.34 0.28
C 1.122 -0.982 0.214 -0.19 -0.29 0.07
O 2.037 -0.219 -0.549 0.16 0.19 0.03
C -0.333 1.189 -0.066 -0.04 0.52 -0.31
O 0.349 1.094 1.123 -0.03 -0.03 0.10
H -1.388 -1.230 -0.387 0.03 0.15 0.01
H -1.815 0.242 -1.188 0.07 0.02 0.09
H -2.348 -0.028 0.491 0.13 0.04 -0.07
H 0.743 -1.770 -0.442 0.03 0.05 0.09
H 1.644 -1.483 1.045 -0.06 0.11 -0.06
H 2.312 0.514 0.019 0.03 -0.08 -0.11
H -1.095 1.964 -0.032 0.03 -0.14 -0.01
H 0.294 1.184 -0.955 -0.13 -0.08 0.08
```
Positions in Å, forces in eV/Å.

- LUMO energy (eV) = 0.79
- orbital gap (eV) = 8.74
- total energy (a.u.) = -307.4778
- net charge = 0

Here are the Löwdin charges for atoms 1 to 8, given in e: C -0.082; C -0.140; C -0.260; O -0.077; C -0.190; O -0.090; H 0.078; H 0.088